No. 1
DFT (the ωB97M-V functional and the def2-TZVPD basis) results for a cluster of 2 separate species, CH6INO4P in total.

Atoms and positions in Å:
N (-2.392, -2.246, 0.029)
C (-1.153, -2.387, 0.724)
O (-0.891, -3.070, 1.654)
O (-0.175, -1.589, 0.145)
P (-0.503, -0.022, -0.194)
O (1.065, 0.521, -0.033)
I (-0.484, -0.007, -2.631)
H (-3.134, -2.146, 0.720)
H (-2.596, -3.090, -0.502)
H (1.106, 1.010, 0.800)
O (2.213, 3.133, -0.030)
H (2.082, 4.043, 0.308)
H (3.163, 2.912, -0.141)
H (1.700, 2.937, -0.849)

Results
E_HOMO in Eh: -0.4562
Total charge: +1
ΔE to the lowest compared entry with this formula, charge and spin in kJ/mol: 0.0
Energy in Eh: -1036.2096
Multiplicity: 1
LUMO level in Ha: -0.1971

Atom charges from the natural (NBO) analysis, given in e for atoms 1 to 2:
1. N -0.921
2. C 0.897

No. 2
DFT (the ωB97M-V functional and the def2-TZVPD basis) results for a cluster of 2 separate species, CH4N3O in total.

Atoms and positions in Å:
C (-0.025, 0.013, -0.135)
N (0.370, 0.947, 2.635)
N (0.607, -0.668, 0.876)
N (1.075, 1.595, 3.274)
O (2.166, 2.090, 3.337)
H (0.450, 0.946, -0.349)
H (-1.092, -0.049, 0.037)
H (0.078, -0.626, -1.028)
H (1.632, -0.510, 0.602)

Results
E_HOMO (alpha / beta) in Eh: -0.0959 / -0.0379
Total charge: -1
ΔE to the lowest compared entry with this formula, charge and spin in kJ/mol: 127.8
Energy in Eh: -279.8580
Multiplicity: 1
LUMO level (alpha / beta) in Ha: 0.1735 / 0.1734

Atom charges from the natural (NBO) analysis, given in e for atoms 1 to 2:
1. C -0.427
2. N -0.150

No. 3
DFT (the ωB97M-V functional and the def2-TZVPD basis) results for a cluster of 2 separate species, C6H12O in total.

Atoms and positions in Å:
C (1.769, -1.662, 1.706)
C (0.774, -0.514, 1.390)
C (-1.648, -2.130, -1.983)
C (-2.145, -1.592, -0.885)
C (-1.373, -1.051, 0.263)
C (-0.070, -0.847, 0.200)
H (1.327, -2.645, 1.595)
H (2.344, -1.351, 2.541)
H (2.602, -1.705, 0.983)
H (1.385, 0.389, 1.314)
H (0.192, -0.484, 2.315)
H (-2.282, -2.421, -2.795)
H (-0.578, -2.218, -2.109)
H (-3.210, -1.415, -0.835)
H (-1.954, -0.713, 1.106)
H (0.518, -1.088, -0.675)
H (2.518, 6.002, -0.562)
H (1.567, 6.774, -1.385)
O (1.583, 5.996, -0.812)

Results
SMILES: C=C/C=C/CC.O
E_HOMO in Eh: -0.3166
Total charge: 0
ΔE to the lowest compared entry with this formula, charge and spin in kJ/mol: 193.4
Energy in Eh: -310.9856
Multiplicity: 1
LUMO level in Ha: 0.0367

Atom charges from the natural (NBO) analysis, given in e for atoms 1 to 2:
1. C -0.607
2. C -0.431

No. 4
DFT (the ωB97M-V functional and the def2-TZVPD basis) results for the molecule C6H14O.

Atoms and positions in Å:
C (0.204, 0.183, -0.105)
C (-2.328, 0.494, -0.402)
C (-1.147, -0.468, 0.076)
C (1.306, -0.968, 0.094)
C (0.435, 1.333, 0.865)
C (2.679, -0.574, -0.430)
O (-3.603, -0.005, -0.074)
H (-3.692, -0.892, -0.440)
H (0.292, 0.554, -1.132)
H (-2.236, 0.628, -1.491)
H (-2.291, 1.483, 0.057)
H (-1.313, -0.734, 1.121)
H (-1.216, -1.375, -0.530)
H (1.367, -1.190, 1.162)
H (0.988, -1.887, -0.403)
H (-0.315, 2.108, 0.724)
H (0.365, 0.980, 1.892)
H (1.418, 1.770, 0.715)
H (3.079, 0.285, 0.104)
H (2.625, -0.327, -1.490)
H (3.383, -1.397, -0.316)

Results
SMILES: CC[C@H](C)CCO
E_HOMO in Eh: -0.3643
Total charge: 0
ΔE to the lowest compared entry with this formula, charge and spin in kJ/mol: 48.9
Energy in Eh: -312.2364
Multiplicity: 1
LUMO level in Ha: 0.0366

Atom charges from the natural (NBO) analysis, given in e for atoms 1 to 2:
1. C -0.213
2. C -0.050

No. 5
DFT (the ωB97M-V functional and the def2-TZVPD basis) results for a structure of composition C5H8O2.

Atoms and positions in Å:
O (2.165, -0.705, -0.170)
C (0.968, -0.252, -0.062)
C (0.570, 1.128, -0.531)
C (-0.926, 0.805, -0.687)
C (-1.291, 0.080, 0.619)
C (-0.371, -0.954, -0.041)
O (-0.850, -0.489, -1.349)
H (1.993, -1.373, 0.680)
H (1.139, -1.237, 1.677)
H (0.825, 1.892, 0.211)
H (1.061, 1.366, -1.479)
H (-1.574, 1.526, -1.186)
H (-0.989, 0.503, 1.579)
H (-2.327, -0.262, 0.621)
H (-0.392, -2.028, 0.119)

Results
E_HOMO (alpha / beta) in Eh: -0.2954 / -0.2954
Total charge: 0
ΔE to the lowest compared entry with this formula, charge and spin in kJ/mol: 569.6
Energy in Eh: -345.5880
Multiplicity: 1
LUMO level (alpha / beta) in Ha: -0.0054 / -0.0054

Atom charges from the natural (NBO) analysis, given in e for atoms 1 to 2:
1. O -0.682
2. C 0.667

No. 6
DFT (the ωB97M-V functional and the def2-TZVPD basis) results for the molecule CHF2NO3.

Atoms and positions in Å:
C (-0.269, -0.390, -0.412)
N (0.978, 0.388, 0.025)
O (1.915, 0.167, -0.635)
O (0.827, 0.990, 1.030)
O (-1.504, -0.084, 0.727)
F (-0.706, -0.046, -1.606)
F (-0.126, -1.645, -0.301)
H (-1.115, 0.620, 1.172)

Results
SMILES: O=[N+]([O-])C(O)(F)F
E_HOMO in Eh: -0.4389
Total charge: 0
ΔE to the lowest compared entry with this formula, charge and spin in kJ/mol: 194.8
Energy in Eh: -518.7618
Multiplicity: 1
LUMO level in Ha: -0.0244

Atom charges from the natural (NBO) analysis, given in e for atoms 1 to 2:
1. C 0.942
2. N 0.497

No. 7
DFT (the ωB97M-V functional and the def2-TZVPD basis) results for a structure of composition C4H12INSi.

Atoms and positions in Å:
C (-1.196, -1.715, 1.104)
C (0.861, -1.304, -1.178)
C (-1.713, 0.626, -1.234)
C (1.318, 2.060, 0.883)
N (0.665, 0.935, 1.200)
Si (-0.530, -0.464, -0.178)
I (3.461, 1.790, -0.467)
H (-1.338, -2.783, 0.827)
H (-0.723, -1.727, 2.053)
H (-2.178, -1.596, 1.437)
H (1.460, -2.019, -0.521)
H (0.478, -1.707, -2.087)
H (1.603, -0.462, -1.375)
H (-1.807, 1.642, -1.013)
H (-1.326, 0.530, -2.248)
H (-2.708, 0.267, -1.162)
H (0.840, 2.890, 0.260)
H (1.852, 2.520, 1.696)
H (0.980, 0.516, 2.002)

Results
E_HOMO in Eh: -0.2910
Total charge: 0
ΔE to the lowest compared entry with this formula, charge and spin in kJ/mol: 106.2
Energy in Eh: -801.5138
Multiplicity: 1
LUMO level in Ha: 0.0178

Atom charges from the natural (NBO) analysis, given in e for atoms 1 to 2:
1. C -1.156
2. C -1.156

No. 8
DFT (the ωB97M-V functional and the def2-TZVPD basis) results for the molecule C4H4N2O.

Atoms and positions in Å:
N (2.613, 0.455, -0.026)
C (1.396, 0.183, -0.162)
C (-0.563, -2.677, 0.260)
N (-1.012, -1.595, 0.146)
C (-1.574, -0.340, 0.017)
C (-0.915, 0.824, 0.003)
O (0.406, 1.107, 0.106)
H (2.739, 1.410, 0.314)
H (1.057, -0.784, -0.516)
H (-2.655, -0.321, -0.071)
H (-1.492, 1.739, -0.073)

Results
E_HOMO in Eh: -0.3607
Total charge: 0
ΔE to the lowest compared entry with this formula, charge and spin in kJ/mol: 257.4
Energy in Eh: -339.4836
Multiplicity: 1
LUMO level in Ha: 0.0219

Atom charges from the natural (NBO) analysis, given in e for atoms 1 to 2:
1. N -0.629
2. C 0.387